[1]
87
Properties=species:S:1:pos:R:3:forces:R:3 method="wB97M-V/def2-TZVPD" e_homo_ha="-0.584 / -0.584" multiplicity=2 charge=+3 homo_lumo_gap_ev="7.45 / 7.45"
Yb 1.07933 0.60471 0.31511 0.2 -0.1 0.1
N 1.17427 5.14731 0.86005 -0.2 0.2 0.0
C 1.89780 4.03999 0.95794 0.0 0.0 0.0
N 1.23215 3.04661 0.38721 -0.2 -0.4 -0.1
C 0.07399 3.64352 -0.03219 -0.2 -0.1 -0.2
N 0.00194 4.91928 0.23333 0.3 0.0 0.2
C -0.97767 2.89586 -0.73441 0.1 0.3 0.3
C -2.18324 3.48743 -1.08000 -0.2 -0.1 -0.3
N -3.09833 2.82293 -1.77977 0.1 0.0 0.1
C -2.81279 1.56935 -2.12828 -0.1 0.2 0.0
C -1.64334 0.94942 -1.72169 0.1 0.0 0.0
N -0.72803 1.61037 -1.00580 0.3 -0.2 0.1
H 1.39796 6.07777 1.18661 0.0 0.0 0.0
H 2.86884 3.98878 1.42713 -0.1 0.0 0.0
H -2.39813 4.50886 -0.79078 0.0 0.0 0.0
H -3.53462 1.03506 -2.73434 0.0 0.0 0.0
H -1.45171 -0.08413 -1.96564 0.0 0.0 -0.1
O 1.57460 -1.51560 -1.00463 -0.2 0.3 0.0
H 1.39615 -2.33756 -0.52323 0.0 0.1 0.0
H 2.25586 -1.70260 -1.66481 0.0 0.0 0.1
C -5.36772 -2.88334 2.25492 0.0 0.0 0.0
C -5.49507 -1.52849 1.56424 0.0 0.0 0.1
C -4.54607 -1.35478 0.38979 0.2 0.0 0.1
N -3.14732 -1.36010 0.88399 -0.1 -0.1 -0.1
C -2.01297 -1.68113 0.30109 0.0 0.3 -0.1
S -0.54667 -1.37818 1.21505 -0.1 -0.1 0.1
N -1.90723 -2.17770 -0.93016 0.0 -0.4 0.1
C -2.92145 -2.58233 -1.94670 -0.1 -0.1 0.1
O -3.01407 -1.85939 -2.89512 0.0 0.1 -0.1
C -3.63182 -3.84468 -1.71452 0.1 0.3 0.0
C -3.31748 -4.69382 -0.65356 0.1 -0.1 0.1
C -4.03230 -5.86644 -0.48199 0.0 0.0 0.0
C -5.06146 -6.18422 -1.36123 0.0 0.0 0.0
C -5.37303 -5.34059 -2.42417 0.0 0.0 0.0
C -4.65772 -4.17163 -2.60495 -0.1 0.0 -0.1
H -6.09673 -2.97522 3.05869 0.0 0.0 0.0
H -4.37741 -3.03497 2.69364 0.0 0.0 0.0
H -5.54715 -3.69657 1.54817 0.0 0.0 0.0
H -5.33864 -0.71037 2.27715 0.0 0.0 0.0
H -6.50618 -1.40016 1.17560 0.0 0.0 0.0
H -4.72192 -0.40697 -0.12120 0.0 0.0 0.0
H -4.69479 -2.16142 -0.31753 0.0 -0.1 0.0
H -3.02696 -1.02380 1.83023 0.0 0.0 0.0
H -0.95948 -2.26641 -1.26560 0.0 0.0 0.0
H -2.50901 -4.45763 0.02809 0.0 0.0 0.0
H -3.78677 -6.53709 0.33093 0.0 0.0 0.0
H -5.62386 -7.09851 -1.21899 0.0 0.0 0.0
H -6.16798 -5.60041 -3.11096 0.0 0.0 0.0
H -4.87902 -3.50455 -3.42888 0.0 0.0 0.0
N 3.32829 0.44175 0.39863 -0.2 0.4 0.1
S 4.36957 1.65024 -0.03139 0.0 0.0 -0.2
C 5.90463 0.89532 -0.45342 0.0 -0.1 0.1
C 7.02765 1.36773 0.21288 0.1 -0.1 0.0
C 8.26115 0.80324 -0.09168 0.0 0.0 0.0
C 8.34215 -0.20884 -1.03575 0.0 0.0 0.0
C 7.19952 -0.67195 -1.69250 0.0 0.0 0.0
C 5.96604 -0.11895 -1.40796 0.1 0.0 0.0
C 3.77847 2.12865 -1.64888 0.0 0.0 0.0
C 4.49831 3.13209 -2.28133 0.0 0.1 0.0
C 4.12604 3.52580 -3.55797 0.0 0.0 0.0
C 3.04141 2.92717 -4.18949 0.0 0.0 0.0
C 2.31435 1.93950 -3.54073 0.0 0.1 0.0
C 2.68160 1.54520 -2.26132 0.0 0.1 -0.1
H 3.88036 -0.29490 0.82794 0.0 -0.1 -0.1
H 6.94903 2.15880 0.94977 0.0 0.0 0.0
H 9.15254 1.15489 0.41120 0.0 0.0 0.0
H 9.30558 -0.64349 -1.27150 0.0 0.0 0.0
H 7.28127 -1.45651 -2.43440 0.0 0.0 0.0
H 5.07520 -0.44859 -1.92944 0.0 0.0 0.0
H 5.35840 3.58533 -1.79958 0.0 0.0 0.0
H 4.69143 4.29718 -4.06454 0.0 0.0 0.0
H 2.76394 3.23024 -5.19053 0.0 0.0 0.0
H 1.46868 1.47412 -4.03173 0.0 0.0 0.0
H 2.13389 0.73418 -1.80092 0.1 -0.2 -0.1
Se 2.69571 0.76726 3.50592 0.3 -0.2 -0.2
N 1.14754 1.06879 2.60617 -0.1 -0.4 0.3
C 0.17552 1.08382 3.51975 -0.2 0.2 0.0
C -1.20327 1.36436 3.27096 0.2 -0.1 0.0
C -2.05952 1.35905 4.32027 -0.1 0.0 0.2
C -1.63881 1.07157 5.66894 -0.2 0.1 -0.1
C -0.34713 0.82077 5.95803 0.2 0.0 -0.1
C 0.60650 0.83496 4.88216 -0.1 0.0 0.1
N 1.89648 0.63662 5.05164 -0.1 0.1 0.0
H -1.54417 1.60805 2.27384 0.0 0.0 -0.1
H -3.10364 1.59687 4.15268 0.0 0.0 0.0
H -2.37794 1.08188 6.46002 0.0 0.0 -0.1
H -0.00349 0.63133 6.96647 0.0 0.0 -0.1



[2]
79
Properties=species:S:1:pos:R:3:forces:R:3 method="wB97M-V/def2-TZVPD" e_homo_ha=-0.726 multiplicity=1 charge=+4 homo_lumo_gap_ev=7.42
Zr 0.40503 -0.20112 0.38022 0.2 0.1 0.1
C -2.29140 -1.11678 2.90232 0.0 0.0 0.0
C -1.22990 -0.11660 2.55920 -0.1 0.0 -0.1
C -1.56102 1.01069 1.78503 0.1 -0.1 0.0
C -0.66934 2.08049 1.62324 -0.2 0.1 -0.1
C -1.13746 3.36145 1.01141 0.0 0.0 0.0
C 0.63056 1.95188 2.12902 0.0 -0.1 0.0
C 1.00320 0.85072 2.90754 0.0 -0.2 0.1
C 2.29785 0.83936 3.65392 0.0 0.0 0.0
C 0.07478 -0.19899 3.06649 0.1 0.0 0.0
H -1.92908 -2.14101 2.96961 0.0 0.0 0.0
H -3.11325 -1.08036 2.19020 0.0 0.0 0.0
H -2.69198 -0.85885 3.88693 0.0 0.0 0.0
H -2.55896 1.09512 1.37736 0.0 0.0 0.0
H -1.93247 3.19848 0.28547 0.0 0.0 0.0
H -0.32282 3.92742 0.56243 0.0 0.0 0.0
H -1.55272 3.97756 1.81520 0.0 0.0 0.0
H 1.33521 2.76560 1.99511 0.0 0.0 0.0
H 2.12727 1.33814 4.61346 0.0 0.0 0.0
H 3.07561 1.39895 3.13664 0.0 0.0 0.0
H 2.64373 -0.16853 3.87717 0.0 0.0 0.0
H 0.35148 -1.03057 3.70175 0.0 0.0 0.1
C 0.10537 3.28707 -2.38045 0.0 0.0 0.0
C 1.37837 3.83896 -2.40963 0.0 0.0 0.0
C 2.39256 3.25564 -1.66253 0.0 0.0 0.0
C 2.12267 2.12384 -0.91078 0.0 0.0 0.0
N 0.87511 1.60981 -0.86507 -0.3 0.1 -0.1
C -0.11117 2.18202 -1.58380 0.1 0.1 0.0
C 3.14116 1.37028 -0.14822 0.0 0.1 -0.1
C 4.47004 1.75423 -0.09771 0.0 -0.1 0.1
C 5.38257 0.96307 0.59029 0.0 0.1 0.0
C 4.93210 -0.18945 1.21013 0.0 -0.1 0.0
C 3.58861 -0.50201 1.13213 0.0 0.0 0.0
N 2.69563 0.25036 0.46674 0.1 -0.1 0.2
H -0.70664 3.70926 -2.95595 0.0 0.0 0.0
H 1.58540 4.71575 -3.01029 0.0 0.0 0.0
H 3.38655 3.67682 -1.69525 0.0 0.0 0.0
H -1.09552 1.73087 -1.50412 0.0 0.0 0.0
H 4.80898 2.65340 -0.59029 0.0 0.0 0.0
H 6.42592 1.24824 0.63533 0.0 0.0 0.0
H 5.60380 -0.83792 1.75590 0.0 0.0 0.0
H 3.21095 -1.38777 1.62494 0.0 0.0 0.0
C 1.26173 -4.30356 2.17284 0.0 0.0 0.0
C 2.17702 -4.87144 1.29984 0.0 0.0 0.0
C 2.48092 -4.19978 0.12518 0.0 0.0 0.0
C 1.90225 -2.97006 -0.13779 0.0 0.0 0.0
N 1.06138 -2.37485 0.74708 0.1 -0.1 0.1
C 0.73611 -3.07029 1.85944 0.0 0.0 0.0
C 2.06904 -2.27386 -1.43022 0.0 -0.1 0.1
C 2.83670 -2.78734 -2.46156 0.0 0.1 0.0
C 2.82328 -2.15887 -3.69858 0.0 0.0 0.0
C 2.00970 -1.05231 -3.87114 0.0 0.0 0.0
C 1.28825 -0.58465 -2.79061 0.0 0.0 0.0
N 1.33408 -1.15247 -1.57438 -0.2 0.0 0.0
H 0.95323 -4.80627 3.07903 0.0 0.0 0.0
H 2.62546 -5.83362 1.51251 0.0 0.0 0.0
H 3.15011 -4.65347 -0.58960 0.0 0.0 0.0
H 0.00333 -2.62591 2.50945 0.0 0.0 0.0
H 3.42862 -3.67891 -2.32306 0.0 0.0 0.0
H 3.41698 -2.54799 -4.51556 0.0 0.0 0.0
H 1.92537 -0.55480 -4.82718 0.0 0.0 0.0
H 0.63514 0.26510 -2.91120 0.0 0.0 0.0
C -6.41121 -2.00725 -1.99298 0.0 0.0 0.0
C -5.44364 -0.96356 -1.56965 0.1 0.0 0.0
C -5.72881 0.37370 -1.38687 0.1 0.0 0.0
C -4.71029 1.23890 -0.99995 -0.1 0.0 0.0
N -3.44213 0.79966 -0.79577 0.1 0.0 0.0
C -3.18724 -0.46843 -0.96792 0.0 -0.2 0.0
S -1.58893 -1.20110 -0.85615 0.0 0.1 -0.2
N -4.15875 -1.33995 -1.34385 -0.1 0.0 0.0
C -4.96026 2.68957 -0.78382 0.0 0.0 0.0
H -7.40668 -1.58554 -2.09934 0.0 0.0 0.0
H -6.44831 -2.81562 -1.25934 0.0 0.0 0.0
H -6.10860 -2.43335 -2.95281 0.0 0.0 0.0
H -6.73342 0.73664 -1.54894 0.0 0.0 0.0
H -3.90823 -2.31445 -1.48116 0.0 0.0 0.0
H -5.99056 2.96208 -0.99481 0.0 0.0 0.0
H -4.30118 3.27722 -1.42534 0.0 0.0 0.0
H -4.73727 2.95128 0.25311 0.0 0.0 0.0



[3]
84
Properties=species:S:1:pos:R:3:forces:R:3 method="wB97M-V/def2-TZVPD" e_homo_ha=-0.354 multiplicity=1 charge=0 smiles="CCOCCOCCOC[C@H]1CCOC1=O.O=C1C=CC(=O)C=C1.O=C1C=CC(=O)C=C1.O=C1C=CC(=O)C=C1.O=C1C=CC(=O)C=C1" homo_lumo_gap_ev=7.75
C 1.94176 -3.08463 -2.09243 -0.2 0.2 0.3
C 1.62102 -2.69131 -0.65592 -0.1 -0.3 -0.1
O 2.56004 -1.78707 -0.10369 0.2 0.1 0.0
C 2.35741 -0.44482 -0.49441 -0.3 0.1 -0.4
C 1.60962 0.33787 0.55840 0.2 -0.2 0.5
O 2.48291 0.63848 1.63558 -0.1 0.1 -0.2
C 1.79600 1.02358 2.79948 -0.1 0.0 0.2
C 2.58609 2.03785 3.59419 0.0 0.2 -0.3
O 3.88320 1.55424 3.83990 -0.1 -0.2 0.3
C 4.81649 2.53891 4.22378 0.2 0.3 0.0
C 4.35717 3.44139 5.35187 -0.4 -0.1 0.8
C 4.06077 2.71757 6.68419 0.5 0.2 -0.2
C 4.70363 3.65835 7.73607 -0.2 -0.4 -0.2
O 5.06026 4.86677 7.03424 0.6 -0.1 0.3
C 5.38259 4.47940 5.77372 -0.3 -0.2 -0.4
O 6.30229 4.90312 5.14353 -0.1 0.3 0.0
H 1.96722 -2.20674 -2.74268 0.2 -0.1 0.0
H 1.15878 -3.74290 -2.46598 0.1 -0.1 0.0
H 2.89885 -3.60583 -2.10903 0.0 0.1 -0.2
H 1.65825 -3.58998 -0.03756 0.0 0.1 0.1
H 0.59699 -2.29923 -0.58452 0.1 0.1 0.0
H 1.76135 -0.40726 -1.41705 0.1 0.0 0.0
H 3.31583 0.02540 -0.72628 0.0 -0.1 0.2
H 1.20128 1.27493 0.15683 -0.1 -0.1 -0.1
H 0.78739 -0.29042 0.92834 -0.1 0.1 -0.1
H 0.83086 1.48911 2.55568 0.0 0.0 0.0
H 1.58061 0.15151 3.43216 0.1 -0.1 -0.1
H 2.03228 2.22668 4.52644 0.1 0.0 0.0
H 2.63080 2.98815 3.04233 0.0 -0.1 -0.1
H 5.70192 2.00856 4.58341 0.0 -0.1 -0.2
H 5.13192 3.14587 3.36652 -0.1 0.0 0.0
H 3.47134 4.04720 5.13370 0.1 -0.1 -0.5
H 3.00442 2.51196 6.84293 0.0 0.1 0.0
H 4.61060 1.77657 6.68922 -0.2 -0.1 0.1
H 4.09144 3.91356 8.59492 0.0 0.0 -0.1
H 5.62052 3.16851 8.06488 0.0 0.3 0.3
C 0.96648 -4.86475 -7.40599 0.0 0.0 0.0
C 0.75728 -5.20552 -6.13770 0.0 0.0 0.0
C 0.00977 -4.31053 -5.21962 0.0 0.0 0.0
O -0.18051 -4.61752 -4.06018 -0.1 -0.1 -0.1
C -0.49347 -3.02468 -5.75963 0.1 -0.3 -0.1
C -0.28332 -2.68442 -7.02781 0.0 0.0 0.0
C 0.46065 -3.57727 -7.95064 0.0 0.0 0.0
O 0.65176 -3.27188 -9.10809 0.0 0.0 0.0
H 1.50772 -5.49719 -8.09816 0.0 0.0 0.0
H 1.11464 -6.13665 -5.71646 0.0 0.0 0.0
H -1.02780 -2.39853 -5.06522 0.0 0.1 0.0
H -0.64020 -1.75060 -7.44056 0.0 0.0 0.0
C -4.44448 1.43192 -4.45211 0.0 0.0 0.0
C -3.65801 0.68090 -5.21679 0.1 0.0 0.0
C -2.25449 0.40730 -4.82747 0.0 0.0 0.0
O -1.52779 -0.27740 -5.52043 -0.1 0.2 0.0
C -1.75968 0.99497 -3.55747 0.0 0.0 0.0
C -2.54858 1.74447 -2.79304 0.0 0.0 0.0
C -3.95616 2.02167 -3.18131 0.0 0.0 0.0
O -4.67600 2.70322 -2.48436 0.0 0.0 0.0
H -5.46879 1.64680 -4.72210 0.0 0.0 0.0
H -3.99945 0.24636 -6.14617 0.0 0.0 0.0
H -0.73098 0.77796 -3.29770 0.0 0.0 0.0
H -2.21235 2.18508 -1.86307 0.0 0.0 0.0
C 2.73795 -1.93165 9.68501 0.0 0.0 0.0
C 3.73106 -1.08016 9.44449 0.0 0.0 0.0
C 3.51298 0.38635 9.48685 0.0 0.0 0.0
O 4.41682 1.16411 9.26265 0.0 0.0 0.0
C 2.14723 0.86975 9.80810 0.0 0.0 0.0
C 1.15346 0.01942 10.04876 0.0 0.0 0.0
C 1.37030 -1.45014 10.00724 0.0 0.0 0.0
O 0.46583 -2.22401 10.22801 0.0 0.0 0.0
H 2.87204 -3.00540 9.65887 0.0 0.0 0.0
H 4.73519 -1.40762 9.20729 0.0 0.0 0.0
H 2.01313 1.94405 9.83385 0.0 0.0 0.0
H 0.14934 0.34777 10.28488 0.0 0.0 0.0
C -9.58918 0.65481 -6.36452 0.0 0.0 0.0
C -8.29432 0.92907 -6.23615 0.0 0.0 0.0
C -7.31097 0.49205 -7.25780 0.0 0.0 -0.1
O -6.12715 0.73849 -7.14363 -0.1 0.0 0.1
C -7.82460 -0.25946 -8.42888 0.0 0.0 0.0
C -9.11935 -0.53445 -8.55850 0.0 0.0 0.0
C -10.10546 -0.09869 -7.53673 0.0 0.0 0.0
O -11.28440 -0.34641 -7.65378 0.0 0.0 0.0
H -10.32502 0.96242 -5.63268 0.0 0.0 0.0
H -7.90048 1.47832 -5.39032 0.0 0.0 0.0
H -7.08767 -0.56575 -9.16027 0.0 0.0 0.0
H -9.51692 -1.08189 -9.40339 0.0 0.0 0.0



These records have maximum force values of 0.009, 0.006, 0.017 Eh/bohr, in the order they appear.
These records have electronic energy values of -174401.102, -57904.669, -63490.074 eV, in the order they appear.